Here is 7 unconnected molecules or ions with the total composition C24H61NO7 in a non-equilibrium geometry from OMol25. Energies are from ωB97M-V/def2-TZVPD.

Each line ends with the Löwdin charge.
Atoms and positions in Å:
C (-12.66, 13.47, -1.77)  -0.024
C (-12.83, 13.45, -3.30)  -0.491
C (-12.35, 14.82, -3.87)  -0.034
C (-11.88, 12.40, -3.92)  -0.128
C (-12.43, 11.02, -3.62)  -0.191
C (-13.76, 10.91, -4.35)  -0.142
C (-14.79, 11.89, -3.73)  -0.503
C (-15.97, 11.86, -4.70)  -0.043
C (-15.30, 11.32, -2.40)  -0.040
N (-14.21, 13.24, -3.76)  -0.083
O (-15.06, 14.21, -3.22)  -0.019
H (-13.46, 14.09, -1.34)  0.082
H (-12.62, 12.47, -1.34)  0.065
H (-11.74, 13.97, -1.49)  0.079
H (-12.74, 14.95, -4.88)  0.055
H (-12.71, 15.63, -3.23)  0.074
H (-11.27, 14.84, -3.92)  0.081
H (-11.86, 12.53, -5.00)  0.119
H (-10.90, 12.44, -3.44)  0.124
H (-11.74, 10.18, -3.79)  0.112
H (-12.70, 10.82, -2.58)  0.093
H (-14.15, 9.90, -4.25)  0.122
H (-13.73, 11.12, -5.42)  0.111
H (-16.51, 10.92, -4.62)  0.087
H (-15.64, 12.06, -5.72)  0.071
H (-16.73, 12.62, -4.50)  0.068
H (-14.57, 11.16, -1.60)  0.069
H (-15.75, 10.32, -2.48)  0.083
H (-16.14, 11.88, -1.99)  0.086
H (-15.16, 14.88, -3.90)  0.056
C (-13.37, 15.08, -7.83)  -0.037
C (-13.72, 14.24, -9.09)  -0.492
C (-14.94, 13.38, -8.87)  -0.050
O (-13.94, 14.99, -10.27)  -0.037
H (-14.08, 15.90, -7.72)  0.074
H (-12.38, 15.53, -7.94)  0.057
H (-13.39, 14.35, -7.02)  0.078
H (-12.81, 13.63, -9.22)  0.115
H (-15.27, 12.87, -9.77)  0.082
H (-15.72, 14.03, -8.46)  0.074
H (-14.84, 12.64, -8.07)  0.068
H (-13.37, 15.77, -10.27)  0.088
C (-17.05, 15.69, -5.74)  -0.038
C (-16.30, 16.89, -5.12)  -0.453
C (-16.67, 17.22, -3.71)  -0.042
O (-14.88, 16.58, -5.21)  -0.091
H (-16.80, 15.64, -6.80)  0.068
H (-18.12, 15.95, -5.85)  0.082
H (-16.92, 14.74, -5.25)  0.056
H (-16.47, 17.68, -5.86)  0.134
H (-17.76, 17.13, -3.59)  0.084
H (-16.44, 18.26, -3.46)  0.076
H (-16.24, 16.54, -2.98)  0.077
H (-14.51, 17.20, -5.85)  0.033
C (-12.16, 18.66, -1.98)  -0.039
C (-10.67, 18.69, -2.29)  -0.459
C (-9.91, 17.75, -1.36)  -0.053
O (-10.46, 18.35, -3.66)  -0.081
H (-12.84, 18.90, -2.81)  0.065
H (-12.46, 19.42, -1.25)  0.083
H (-12.44, 17.67, -1.63)  0.075
H (-10.28, 19.70, -2.15)  0.136
H (-10.25, 17.76, -0.33)  0.082
H (-8.84, 17.97, -1.34)  0.076
H (-9.92, 16.71, -1.71)  0.080
H (-9.67, 18.80, -3.97)  0.109
C (-11.92, 20.45, -5.94)  -0.046
C (-13.41, 20.14, -5.83)  -0.399
C (-14.32, 21.13, -6.55)  -0.055
O (-13.66, 18.86, -6.54)  -0.100
H (-11.36, 19.90, -6.70)  0.086
H (-11.51, 20.17, -4.97)  0.055
H (-11.59, 21.48, -6.07)  0.081
H (-13.69, 20.01, -4.79)  0.126
H (-15.36, 21.07, -6.21)  0.078
H (-14.30, 21.08, -7.64)  0.084
H (-13.99, 22.14, -6.27)  0.082
H (-13.39, 19.05, -7.44)  0.090
C (-9.56, 13.71, -9.34)  -0.041
C (-9.62, 14.45, -7.99)  -0.498
C (-8.38, 14.18, -7.15)  -0.062
O (-9.83, 15.84, -8.20)  -0.072
H (-10.57, 13.47, -9.68)  0.055
H (-8.96, 12.81, -9.25)  0.071
H (-9.13, 14.38, -10.08)  0.080
H (-10.55, 14.08, -7.54)  0.116
H (-7.43, 14.63, -7.44)  0.081
H (-8.19, 13.14, -6.89)  0.075
H (-8.55, 14.65, -6.17)  0.071
H (-10.11, 16.21, -7.35)  0.034
O (-11.10, 16.95, -5.94)  -0.057
H (-12.04, 17.06, -6.16)  0.024
H (-10.98, 17.47, -5.12)  0.014

As for the charge: 0. The molar mass is 475.75 g/mol. The value obtained for the gap between HOMO and LUMO is 0.311 Ha. As for the LUMO energy: 0.379 eV. As for the SMILES: CC1(C)CCCC(C)(C)N1O.CC(C)O.CC(C)O.CC(C)O.CC(C)O.CC(C)O.O. The value obtained for the HOMO energy is -8.1 eV.

***

Here is 5 unconnected molecules or ions with the total composition C24H62BIO16P4 in a non-equilibrium geometry from OMol25. Energies are from ωB97M-V/def2-TZVPD.

Each line ends with the Löwdin charge.
Atoms and positions in Å:
C (-0.55, -0.68, 6.12)  -0.082
C (-0.38, -0.39, 4.64)  -0.283
O (0.95, 0.04, 4.32)  -0.204
P (2.17, -1.05, 4.43)  0.593
O (1.93, -1.94, 3.26)  -0.225
O (3.40, -0.16, 3.80)  -0.251
C (4.13, -0.58, 2.65)  -0.298
C (3.58, 0.07, 1.41)  -0.068
O (2.57, -0.58, 5.95)  -0.212
C (3.86, -0.07, 6.33)  -0.264
C (3.91, 1.44, 6.19)  -0.067
H (0.06, -1.54, 6.43)  0.069
H (-1.59, -0.90, 6.35)  0.068
H (-0.23, 0.17, 6.72)  0.080
H (-0.63, -1.27, 4.05)  0.111
H (-1.05, 0.42, 4.35)  0.116
H (4.15, -1.67, 2.57)  0.096
H (5.17, -0.27, 2.80)  0.095
H (2.50, -0.08, 1.31)  0.079
H (4.06, -0.31, 0.51)  0.040
H (3.73, 1.15, 1.45)  0.084
H (4.66, -0.55, 5.77)  0.112
H (4.01, -0.33, 7.38)  0.117
H (3.62, 1.77, 5.20)  0.073
H (4.91, 1.81, 6.42)  0.082
H (3.20, 1.90, 6.88)  0.080
C (4.00, -2.12, -7.60)  -0.084
C (3.16, -1.24, -6.70)  -0.294
O (2.31, -1.99, -5.83)  -0.210
P (3.01, -2.86, -4.62)  0.625
O (3.37, -1.77, -3.66)  -0.238
O (1.64, -3.34, -3.84)  -0.258
C (1.37, -3.02, -2.48)  -0.272
C (0.49, -1.80, -2.38)  -0.058
O (2.99, -4.23, -5.52)  -0.214
C (2.30, -5.44, -5.15)  -0.263
C (0.89, -5.44, -5.71)  -0.065
H (4.72, -2.70, -7.02)  0.069
H (4.55, -1.52, -8.32)  0.078
H (3.37, -2.84, -8.13)  0.081
H (3.79, -0.57, -6.11)  0.106
H (2.50, -0.62, -7.31)  0.119
H (2.30, -2.90, -1.91)  0.101
H (0.85, -3.88, -2.04)  0.119
H (0.91, -0.96, -2.94)  0.045
H (0.36, -1.50, -1.34)  0.084
H (-0.49, -2.01, -2.80)  0.083
H (2.32, -5.60, -4.08)  0.112
H (2.86, -6.27, -5.60)  0.117
H (0.33, -4.56, -5.41)  0.073
H (0.35, -6.33, -5.37)  0.083
H (0.91, -5.44, -6.80)  0.080
C (-6.60, 1.82, 6.31)  -0.086
C (-6.15, 0.43, 6.73)  -0.287
O (-6.39, -0.54, 5.72)  -0.204
P (-5.50, -0.48, 4.34)  0.594
O (-4.16, -0.95, 4.79)  -0.226
O (-6.02, -1.88, 3.66)  -0.254
C (-5.12, -2.94, 3.32)  -0.282
C (-5.09, -3.98, 4.42)  -0.072
O (-6.64, 0.38, 3.54)  -0.211
C (-7.29, -0.07, 2.34)  -0.261
C (-8.56, -0.83, 2.67)  -0.066
H (-6.00, 2.20, 5.48)  0.069
H (-6.50, 2.52, 7.14)  0.078
H (-7.64, 1.80, 5.98)  0.080
H (-5.08, 0.44, 7.00)  0.109
H (-6.71, 0.12, 7.61)  0.117
H (-4.13, -2.56, 3.09)  0.104
H (-5.50, -3.39, 2.40)  0.117
H (-4.87, -3.53, 5.39)  0.075
H (-4.34, -4.74, 4.21)  0.077
H (-6.06, -4.46, 4.51)  0.076
H (-6.62, -0.64, 1.71)  0.113
H (-7.56, 0.83, 1.77)  0.118
H (-8.37, -1.65, 3.35)  0.073
H (-9.01, -1.22, 1.76)  0.083
H (-9.27, -0.17, 3.16)  0.080
C (2.37, 1.42, -3.98)  -0.071
C (0.96, 1.73, -3.50)  -0.285
O (0.73, 3.14, -3.36)  -0.201
P (0.67, 4.06, -4.71)  0.591
O (-0.64, 3.67, -5.32)  -0.225
O (0.21, 5.49, -4.06)  -0.257
C (-0.98, 6.16, -4.46)  -0.287
C (-2.11, 5.85, -3.50)  -0.073
O (2.25, 4.48, -4.61)  -0.212
C (2.73, 5.83, -4.49)  -0.265
C (2.85, 6.23, -3.04)  -0.067
H (2.53, 1.79, -5.00)  0.071
H (2.55, 0.34, -3.98)  0.042
H (3.10, 1.90, -3.34)  0.087
H (0.22, 1.30, -4.19)  0.115
H (0.80, 1.28, -2.52)  0.110
H (-1.25, 5.93, -5.49)  0.104
H (-0.77, 7.24, -4.43)  0.116
H (-2.25, 4.77, -3.38)  0.076
H (-3.05, 6.28, -3.85)  0.076
H (-1.89, 6.25, -2.51)  0.075
H (2.10, 6.52, -5.06)  0.111
H (3.72, 5.85, -4.95)  0.117
H (1.92, 6.09, -2.49)  0.073
H (3.14, 7.28, -2.96)  0.081
H (3.60, 5.62, -2.54)  0.080
B (5.90, -2.29, 0.12)  -0.591
I (7.36, -0.74, 0.33)  0.737
H (5.76, -3.09, 0.98)  -0.046
H (5.22, -2.32, -0.85)  -0.055

As for the charge: 0. The molar mass is 868.36 g/mol. The value obtained for the gap between HOMO and LUMO is 0.334 Ha. As for the LUMO energy: -0.478 eV. As for the SMILES: CCOP(=O)(OCC)OCC.CCOP(=O)(OCC)OCC.CCOP(=O)(OCC)OCC.CCOP(=O)(OCC)OCC.BI. The value obtained for the HOMO energy is -9.6 eV.

***

Here is a molecular structure, C24H63B2BeF8N3O12 in a non-equilibrium geometry from OMol25. Energies are from ωB97M-V/def2-TZVPD.

Each line ends with the Löwdin charge.
Atoms and positions in Å:
Be (1.16, 0.64, -1.50)  0.870
B (3.83, 0.36, -0.32)  -1.292
F (2.67, -0.04, 0.33)  0.141
F (4.17, 1.63, 0.10)  0.101
F (4.88, -0.53, -0.08)  0.147
F (3.55, 0.41, -1.70)  0.119
B (-1.05, -0.72, 0.02)  -1.318
F (0.30, -0.47, 0.32)  0.146
F (-1.81, -0.91, 1.17)  0.145
F (-1.41, 0.46, -0.65)  0.129
F (-1.08, -1.82, -0.78)  0.168
C (-6.07, -6.90, -0.57)  -0.112
O (-5.10, -5.94, -0.17)  -0.217
C (-5.09, -4.83, -1.07)  -0.216
C (-4.23, -3.68, -0.55)  -0.182
N (-2.77, -3.95, -0.76)  -0.059
C (-2.30, -4.93, 0.18)  -0.190
C (-1.00, -5.61, -0.31)  -0.173
O (-0.31, -5.97, 0.89)  -0.196
C (0.56, -4.99, 1.39)  -0.119
H (-5.93, -7.79, 0.04)  0.090
H (-5.83, -7.20, -1.60)  0.082
H (-7.09, -6.52, -0.66)  0.085
H (-6.12, -4.47, -0.99)  0.112
H (-4.93, -5.10, -2.12)  0.122
H (-4.46, -3.32, 0.45)  0.122
H (-4.40, -2.81, -1.20)  0.098
H (-2.24, -3.08, -0.72)  0.057
H (-3.05, -5.67, 0.44)  0.109
H (-2.03, -4.36, 1.08)  0.116
H (-0.31, -5.04, -0.95)  0.106
H (-1.29, -6.52, -0.84)  0.117
H (0.13, -4.12, 1.91)  0.081
H (1.15, -4.54, 0.58)  0.063
H (1.21, -5.44, 2.13)  0.089
C (2.22, -2.57, -1.39)  -0.055
O (1.61, -1.57, -2.21)  -0.202
C (1.88, -1.80, -3.56)  -0.215
C (0.90, -0.87, -4.26)  -0.124
N (0.95, 0.50, -3.65)  -0.034
C (2.19, 1.16, -4.08)  -0.157
C (2.18, 2.59, -3.51)  -0.104
O (2.12, 2.44, -2.06)  -0.248
C (3.22, 3.07, -1.42)  -0.072
H (2.10, -2.38, -0.32)  0.093
H (3.30, -2.45, -1.50)  0.104
H (1.97, -3.61, -1.59)  0.093
H (1.78, -2.84, -3.88)  0.138
H (2.94, -1.65, -3.78)  0.132
H (-0.07, -1.36, -4.19)  0.115
H (0.97, -0.78, -5.34)  0.130
H (0.16, 1.03, -4.00)  0.116
H (2.21, 1.06, -5.17)  0.132
H (2.97, 0.51, -3.69)  0.106
H (1.24, 3.04, -3.85)  0.119
H (3.00, 3.23, -3.82)  0.133
H (4.17, 2.57, -1.63)  0.113
H (3.02, 2.94, -0.37)  0.072
H (3.33, 4.13, -1.65)  0.119
C (5.53, 6.53, 4.06)  -0.108
O (4.72, 5.60, 4.73)  -0.203
C (4.47, 4.36, 4.16)  -0.240
C (3.60, 3.60, 5.18)  -0.176
N (3.35, 2.20, 4.78)  -0.077
C (2.78, 1.95, 3.47)  -0.220
C (2.31, 0.48, 3.43)  -0.181
O (1.22, 0.38, 4.38)  -0.204
C (0.31, -0.69, 4.03)  -0.081
H (5.00, 6.99, 3.23)  0.085
H (6.49, 6.10, 3.76)  0.086
H (5.82, 7.26, 4.81)  0.086
H (5.40, 3.78, 4.15)  0.128
H (4.04, 4.42, 3.15)  0.115
H (2.65, 4.15, 5.23)  0.113
H (4.04, 3.43, 6.16)  0.119
H (2.74, 1.74, 5.44)  0.100
H (3.47, 2.03, 2.63)  0.106
H (1.94, 2.64, 3.31)  0.116
H (3.14, -0.14, 3.77)  0.132
H (1.89, 0.27, 2.45)  0.094
H (-0.58, -0.57, 4.64)  0.085
H (0.79, -1.66, 4.16)  0.088
H (-0.10, -0.59, 3.02)  0.057
C (-0.09, 3.19, 0.06)  -0.173
C (-0.66, 3.54, -1.29)  -0.167
O (-0.65, 2.45, -2.24)  -0.096
O (1.28, 2.78, -0.15)  -0.125
H (-0.61, 2.42, 0.64)  0.111
H (-0.19, 4.00, 0.79)  0.135
H (-0.12, 4.41, -1.66)  0.126
H (-1.69, 3.88, -1.20)  0.131
H (-1.44, 2.60, -2.77)  0.077
H (1.79, 3.18, 0.55)  0.104
C (-3.94, 0.59, -3.47)  -0.238
C (-2.90, -0.54, -3.31)  -0.230
O (-2.61, -1.09, -4.57)  -0.064
O (-3.36, 1.76, -3.94)  -0.054
H (-4.30, 0.83, -2.46)  0.121
H (-4.85, 0.25, -3.98)  0.122
H (-3.16, -1.30, -2.56)  0.109
H (-1.97, -0.18, -2.86)  0.090
H (-3.14, -1.87, -4.74)  0.094
H (-3.00, 1.72, -4.83)  0.097
C (-3.66, 2.63, 1.67)  -0.242
C (-3.65, 1.49, 2.71)  -0.244
O (-2.37, 1.08, 3.13)  -0.058
O (-2.94, 3.70, 2.23)  -0.075
H (-4.70, 2.91, 1.46)  0.116
H (-3.21, 2.36, 0.71)  0.100
H (-4.23, 0.64, 2.33)  0.120
H (-4.21, 1.87, 3.57)  0.121
H (-2.12, 0.41, 2.48)  0.048
H (-2.40, 3.37, 2.96)  0.079

As for the charge: 0. The molar mass is 768.40 g/mol. The value obtained for the gap between HOMO and LUMO is 0.290 Ha. As for the LUMO energy: -0.274 eV. The value obtained for the HOMO energy is -8.2 eV.

***

Here is 6 unconnected molecules or ions with the total composition C24H63N3O12 in a non-equilibrium geometry from OMol25. Energies are from ωB97M-V/def2-TZVPD.

Each line ends with the Löwdin charge.
Atoms and positions in Å:
C (-3.01, 0.41, -0.28)  -0.096
O (-2.22, 1.41, -0.94)  -0.166
C (-0.88, 1.37, -0.64)  -0.261
C (-0.36, 0.10, -1.25)  -0.214
N (1.07, 0.09, -1.05)  -0.064
C (1.86, -0.74, -2.05)  -0.136
C (3.27, -0.93, -1.39)  -0.210
O (3.97, -2.10, -1.85)  -0.238
C (5.22, -2.41, -1.23)  -0.103
H (-3.15, -0.42, -0.89)  0.070
H (-3.98, 0.81, 0.03)  0.092
H (-2.51, 0.11, 0.63)  0.064
H (-0.70, 1.39, 0.41)  0.092
H (-0.42, 2.24, -1.16)  0.135
H (-0.51, 0.14, -2.31)  0.120
H (-0.94, -0.78, -0.74)  0.144
H (1.36, -0.09, -0.12)  0.033
H (1.90, -0.22, -3.02)  0.115
H (1.33, -1.70, -2.12)  0.097
H (3.07, -1.02, -0.25)  0.117
H (3.91, -0.03, -1.37)  0.117
H (5.80, -1.50, -1.51)  0.092
H (5.61, -3.33, -1.73)  0.099
H (5.16, -2.56, -0.14)  0.082
C (-1.93, 2.80, 3.70)  -0.080
O (-2.08, 2.39, 2.35)  -0.215
C (-2.96, 3.25, 1.70)  -0.203
C (-2.22, 4.54, 1.08)  -0.157
N (-3.26, 5.51, 0.66)  -0.075
C (-2.64, 6.59, -0.06)  -0.248
C (-3.57, 7.71, -0.22)  -0.252
O (-3.07, 8.60, -1.20)  -0.178
C (-3.29, 9.95, -0.93)  -0.131
H (-1.50, 3.79, 3.83)  0.096
H (-1.45, 1.93, 4.17)  0.093
H (-2.90, 2.72, 4.17)  0.080
H (-3.83, 3.43, 2.24)  0.100
H (-3.49, 2.71, 0.98)  0.084
H (-1.67, 4.21, 0.19)  0.094
H (-1.49, 5.01, 1.75)  0.103
H (-3.70, 5.75, 1.59)  0.138
H (-2.25, 6.29, -1.06)  0.147
H (-1.81, 6.86, 0.58)  0.113
H (-3.70, 8.18, 0.76)  0.116
H (-4.68, 7.53, -0.47)  0.156
H (-2.73, 10.21, -0.07)  0.068
H (-4.32, 10.27, -0.64)  0.099
H (-2.95, 10.54, -1.77)  0.086
C (1.55, -11.13, -4.47)  -0.095
O (2.31, -10.35, -3.53)  -0.173
C (2.10, -8.91, -3.74)  -0.183
C (3.01, -8.15, -2.76)  -0.278
N (2.97, -6.76, -2.62)  -0.074
C (1.91, -6.32, -1.66)  -0.176
C (2.34, -4.93, -1.24)  -0.203
O (1.47, -4.65, -0.10)  -0.196
C (1.66, -3.38, 0.44)  -0.131
H (1.76, -10.69, -5.40)  0.060
H (0.54, -11.13, -4.36)  0.049
H (1.90, -12.18, -4.53)  0.100
H (1.09, -8.56, -3.51)  0.114
H (2.27, -8.55, -4.71)  0.096
H (3.99, -8.34, -3.20)  0.112
H (3.18, -8.59, -1.78)  0.126
H (3.17, -6.26, -3.47)  0.123
H (1.91, -7.02, -0.73)  0.157
H (0.90, -6.21, -2.04)  0.109
H (2.13, -4.15, -1.97)  0.116
H (3.40, -4.99, -0.89)  0.131
H (2.67, -3.13, 0.70)  0.084
H (0.93, -3.29, 1.26)  0.087
H (1.21, -2.60, -0.15)  0.053
O (-1.76, -1.87, 2.74)  -0.035
C (-2.78, -1.53, 3.64)  -0.222
C (-3.72, -0.61, 2.95)  -0.308
O (-4.76, -0.19, 3.74)  0.010
H (-2.31, -2.30, 2.08)  0.115
H (-3.36, -2.35, 3.98)  0.120
H (-2.53, -0.97, 4.51)  0.130
H (-4.05, -1.12, 2.02)  0.139
H (-3.22, 0.26, 2.67)  0.083
H (-5.50, -0.52, 3.30)  0.063
O (0.46, -0.86, 1.88)  -0.069
C (0.76, 0.31, 2.58)  -0.271
C (2.14, 0.78, 2.37)  -0.221
O (2.18, 1.94, 3.17)  -0.042
H (-0.37, -1.19, 2.22)  0.012
H (0.02, 1.05, 2.32)  0.094
H (0.73, 0.21, 3.69)  0.142
H (2.18, 1.04, 1.28)  0.112
H (2.94, 0.16, 2.67)  0.122
H (1.71, 2.64, 2.84)  -0.015
O (1.15, 3.90, 1.58)  -0.055
C (1.64, 3.86, 0.32)  -0.297
C (1.00, 4.96, -0.40)  -0.261
O (1.50, 5.06, -1.71)  -0.050
H (1.14, 4.85, 1.79)  0.112
H (2.72, 3.70, 0.40)  0.145
H (1.37, 2.92, -0.16)  0.097
H (1.21, 5.88, 0.13)  0.121
H (-0.10, 5.10, -0.44)  0.102
H (1.85, 4.21, -2.06)  0.106

As for the charge: 0. The molar mass is 585.78 g/mol. The value obtained for the gap between HOMO and LUMO is 0.322 Ha. As for the LUMO energy: 0.313 eV. As for the SMILES: COCCNCCOC.COCCNCCOC.COCCNCCOC.OCCO.OCCO.OCCO. The value obtained for the HOMO energy is -8.4 eV.

***

> Number 2 is which compound?

C24H62BIO16P4

***

> Which value of HOMO energy does entry 3 give?

-8.2 eV